1.
ORCA calculation (ωB97M-V/def2-TZVPD) on a molecular structure, C2H4O2P.

Results
lowest unoccupied orbital energy (alpha / beta): 0.1624 / 0.1018 Eh
M: 91.0 g mol⁻¹
energy above the lowest of the compared OMol25 structures with the same formula, charge and spin: 0.859 eV
⟨S²⟩: 2.01
total charge: -1
HOMO-LUMO gap (alpha / beta): 0.1189 / 0.3142 hartree
multiplicity: 3

Element x y z (Å)
C 0.7316 0.7120 0.0361
C 0.2622 -0.7475 0.2010
O -2.3331 -0.6756 -0.5270
O -0.5902 1.2908 -0.0191
P -1.5168 -0.1328 0.5296
H 1.2873 1.1903 0.9218
H 1.2082 1.0786 -0.9856
H 0.0596 -1.2701 -0.8451
H 0.8913 -1.4459 0.6882



2.
ORCA calculation (ωB97M-V/def2-TZVPD) on a gas-phase ion, C2H4O2PS (charge -1).

Results
lowest unoccupied orbital energy: 0.1377 Eh
M: 123.1 g mol⁻¹
energy above the lowest of the compared OMol25 structures with the same formula, charge and spin: 1.445 eV
total charge: -1
HOMO-LUMO gap: 0.2991 hartree
SMILES string: C=C[P@](=O)([O-])S

Element x y z (Å)
C 1.9931 -0.2187 -0.1130
C 1.0293 0.1529 0.7464
P -0.7177 0.0829 -0.1245
O -0.5923 -0.1083 -1.6055
O -1.3504 1.3526 0.3501
S -2.6751 -1.2339 0.3441
H 1.5594 -0.4830 -1.1439
H 3.0187 0.1409 -0.1235
H 0.8698 0.4555 1.7148
H -3.1349 -0.1411 -0.0449



3.
ORCA calculation (ωB97M-V/def2-TZVPD) on a single C2H4O2S molecule.

Results
lowest unoccupied orbital energy: 0.0215 Eh
M: 92.1 g mol⁻¹
energy above the lowest of the compared OMol25 structures with the same formula, charge and spin: 0.879 eV
total charge: 0
HOMO-LUMO gap: 0.3793 hartree
SMILES string: O=C(S)CO

Element x y z (Å)
O 1.6848 0.1131 -1.3057
C 0.8953 0.1805 -0.4256
S 0.8941 1.7418 0.5277
C -0.2524 -0.7868 0.0000
O -1.4548 -0.0905 0.0991
H 0.2434 1.3366 1.6096
H -0.3000 -1.5429 -0.7419
H -0.0060 -1.2682 0.9518
H -1.7043 0.3164 -0.7150



4.
ORCA calculation (ωB97M-V/def2-TZVPD) on 2 unconnected molecules or ions with the total composition C2H4O2S.

Results
lowest unoccupied orbital energy: -0.0163 Eh
M: 92.1 g mol⁻¹
energy above the lowest of the compared OMol25 structures with the same formula, charge and spin: 2.401 eV
total charge: 0
HOMO-LUMO gap: 0.3695 hartree

Element x y z (Å)
C -0.8620 0.7048 -0.1151
C -0.9606 -0.6338 0.0507
O 2.1190 -1.2201 0.2524
O 1.8650 1.1696 0.3474
S 1.6332 -0.0038 -0.3806
H -0.4318 1.0637 -0.9801
H -1.3664 1.4610 0.4406
H -1.4776 -1.0575 0.8306
H -0.5188 -1.4840 -0.4458



5.
ORCA calculation (ωB97M-V/def2-TZVPD) on 2 unconnected molecules or ions with the total composition C2H4O2S.

Results
lowest unoccupied orbital energy: 0.0150 Eh
M: 92.1 g mol⁻¹
energy above the lowest of the compared OMol25 structures with the same formula, charge and spin: 2.704 eV
total charge: 0
HOMO-LUMO gap: 0.3570 hartree
SMILES string: C=C=O.OS

Element x y z (Å)
C -1.4262 -1.2595 -0.6517
C -2.0731 -1.2336 0.4595
O -2.6477 -1.5615 1.3859
H -0.3531 -1.3993 -0.7878
H -1.9611 -1.0878 -1.5225
O 2.6143 2.3143 0.2330
S 1.2203 1.4550 0.0479
H 2.9118 2.4704 1.1872
H 1.7148 0.3020 -0.3515



6.
ORCA calculation (ωB97M-V/def2-TZVPD) on 2 unconnected molecules or ions with the total composition C2H4O2S.

Results
lowest unoccupied orbital energy: -0.0462 Eh
M: 92.1 g mol⁻¹
energy above the lowest of the compared OMol25 structures with the same formula, charge and spin: 2.397 eV
total charge: 0
HOMO-LUMO gap: 0.3086 hartree

Element x y z (Å)
C 0.8463 0.5101 0.1895
C 1.0191 -0.7247 -0.2109
O -2.1515 -0.9921 0.2840
O -1.2271 1.2584 0.1460
S -2.1235 0.2917 -0.3941
H 0.4637 0.8855 1.1372
H 1.0993 1.3681 -0.3932
H 1.3141 -1.0472 -1.1833
H 0.7595 -1.5498 0.4249



7.
ORCA calculation (ωB97M-V/def2-TZVPD) on a single C2H4O2S2 molecule.

Results
lowest unoccupied orbital energy: -0.0135 Eh
M: 124.2 g mol⁻¹
energy above the lowest of the compared OMol25 structures with the same formula, charge and spin: 4.591 eV
total charge: 0
HOMO-LUMO gap: 0.3321 hartree

Element x y z (Å)
C -0.8042 0.8513 -0.5363
C -1.0139 -0.5746 -0.1824
O -3.3255 -0.3403 -0.9797
O -2.8932 0.8398 1.2069
S 0.7426 1.3675 -0.6739
S -2.7560 -0.5401 0.3299
H 1.5760 0.3375 -0.0794
H -0.3456 -1.2174 0.3680
H -1.2339 -0.9649 -1.1946
H -2.9909 1.3113 0.4901



8.
ORCA calculation (ωB97M-V/def2-TZVPD) on a single C2H4O2S2 molecule.

Results
lowest unoccupied orbital energy (alpha / beta): -0.0646 / -0.0647 Eh
M: 124.2 g mol⁻¹
energy above the lowest of the compared OMol25 structures with the same formula, charge and spin: 5.270 eV
total charge: 0
HOMO-LUMO gap (alpha / beta): 0.2568 / 0.2562 hartree

Element x y z (Å)
C -0.2722 -1.4412 0.9227
C -0.1899 0.9549 -0.1046
O -2.6837 0.4663 1.0513
O -2.5280 0.6830 -1.3660
S -1.4428 -1.7023 -0.1858
S -1.9031 0.4621 -0.1267
H -0.3001 -0.8245 1.7068
H 0.4423 -2.3128 0.9106
H -0.4097 1.9016 0.2748
H 0.1631 1.0530 -1.1871



9.
ORCA calculation (ωB97M-V/def2-TZVPD) on 2 unconnected molecules or ions with the total composition C2H4O3.

Results
lowest unoccupied orbital energy: -0.0139 Eh
M: 76.1 g mol⁻¹
energy above the lowest of the compared OMol25 structures with the same formula, charge and spin: 2.578 eV
total charge: 0
HOMO-LUMO gap: 0.3755 hartree
SMILES string: O=CO.C=O

Element x y z (Å)
O -1.4518 2.2081 1.4347
C -1.2015 1.0430 1.3751
O -0.5522 0.4242 0.3244
H -1.4656 0.4376 2.2668
H -0.2137 -0.3425 -0.2301
C 1.1950 -0.9015 -1.2875
O 0.3510 -1.7214 -0.9467
H 1.1127 0.0919 -1.8292
H 2.2260 -1.2394 -1.1076



10.
ORCA calculation (ωB97M-V/def2-TZVPD) on 2 unconnected molecules or ions with the total composition C2H4O3.

Results
lowest unoccupied orbital energy: 0.0247 Eh
M: 76.1 g mol⁻¹
energy above the lowest of the compared OMol25 structures with the same formula, charge and spin: 2.181 eV
total charge: 0
HOMO-LUMO gap: 0.3993 hartree
SMILES string: O=CO.C=O

Element x y z (Å)
O -0.5433 0.4703 1.3008
C -1.0133 1.1401 0.3708
O -1.0026 2.5539 0.4711
H -1.7985 0.8458 -0.2785
H -1.5099 2.7364 1.2882
C 1.4662 -1.9653 -0.8050
O 0.3901 -1.3950 -0.6849
H 2.0419 -1.9666 -1.7495
H 1.9694 -2.4196 0.0870



11.
ORCA calculation (ωB97M-V/def2-TZVPD) on a single C2H4O3 molecule.

Results
lowest unoccupied orbital energy (alpha / beta): -0.0293 / -0.0294 Eh
M: 76.1 g mol⁻¹
energy above the lowest of the compared OMol25 structures with the same formula, charge and spin: 7.010 eV
total charge: 0
HOMO-LUMO gap (alpha / beta): 0.2967 / 0.2964 hartree

Element x y z (Å)
C -0.9732 -0.1640 -0.7869
C 0.2322 0.4913 0.0982
O -1.7609 -0.5739 0.1640
O 1.5308 -0.0614 1.8578
O 1.1290 -0.2843 0.5500
H -1.3104 0.7101 -1.3365
H -0.7565 -0.9380 -1.5801
H -0.1424 1.1008 0.8286
H 1.5249 -0.9451 2.3127



12.
ORCA calculation (ωB97M-V/def2-TZVPD) on a gas-phase ion, C2H4O3P (charge -1).

Results
lowest unoccupied orbital energy: 0.1517 Eh
M: 107.0 g mol⁻¹
energy above the lowest of the compared OMol25 structures with the same formula, charge and spin: 1.452 eV
total charge: -1
HOMO-LUMO gap: 0.2923 hartree
SMILES string: C[P@@](=O)([O-])C=O

Element x y z (Å)
C 1.3333 0.1045 0.1802
P -0.3159 -0.4824 0.7678
O -0.3839 -1.9536 0.5502
O -0.8364 0.0335 2.1261
C -1.3527 0.4129 -1.0258
O -0.7359 1.0942 -1.8245
H 1.8445 -0.3393 -0.6365
H 1.0100 1.1314 -0.1444
H 1.8062 0.0468 1.2238
H -2.3693 -0.0481 -1.2168



13.
ORCA calculation (ωB97M-V/def2-TZVPD) on 2 unconnected molecules or ions with the total composition C2H4O3P.

Results
lowest unoccupied orbital energy: 0.1408 Eh
M: 107.0 g mol⁻¹
energy above the lowest of the compared OMol25 structures with the same formula, charge and spin: 0.216 eV
total charge: -1
HOMO-LUMO gap: 0.3220 hartree

Element x y z (Å)
C 0.7752 1.5736 -0.1591
C -0.2371 1.8915 -0.9105
O 0.0432 -3.5544 -0.0918
O -1.9102 -2.2037 0.8340
O 0.3730 -2.0376 1.9622
P -0.5249 -2.6023 0.8967
H 1.5784 2.2773 -0.2972
H 1.0197 0.6127 0.3799
H -1.0719 1.2719 -1.1181
H -0.0453 2.7710 -1.4960



14.
ORCA calculation (ωB97M-V/def2-TZVPD) on 2 unconnected molecules or ions with the total composition C2H4O3S2.

Results
lowest unoccupied orbital energy: -0.0084 Eh
M: 140.2 g mol⁻¹
energy above the lowest of the compared OMol25 structures with the same formula, charge and spin: 0.312 eV
total charge: 0
HOMO-LUMO gap: 0.3724 hartree

Element x y z (Å)
C 0.5249 -0.4697 -0.3039
C 0.8712 0.9266 -0.5467
O -2.8103 1.1194 0.2725
O -1.7284 0.1114 2.2031
O -0.5488 -0.9877 -0.1303
S 1.9779 -1.5885 -0.4622
S -2.4749 -0.0954 0.9931
H 1.3431 -2.8238 -0.4056
H 0.2117 1.4008 0.1534
H 0.7582 1.3075 -1.5696
H 1.8755 1.0993 -0.2038



15.
ORCA calculation (ωB97M-V/def2-TZVPD) on 2 unconnected molecules or ions with the total composition C2H4O4.

Results
lowest unoccupied orbital energy (alpha / beta): 0.1300 / 0.1295 Eh
M: 92.0 g mol⁻¹
energy above the lowest of the compared OMol25 structures with the same formula, charge and spin: 1.067 eV
⟨S²⟩: 0.75
total charge: -1
HOMO-LUMO gap (alpha / beta): 0.1370 / 0.2397 hartree
multiplicity: 2

Element x y z (Å)
C 0.9834 -1.4189 -1.3958
O 0.8305 -1.1965 -0.1131
H 1.8704 -2.0023 -1.7159
H 0.6603 -0.6310 -2.1075
C -0.6484 0.6231 0.7021
O -1.7498 0.3248 0.2422
O -0.3953 0.4528 2.0247
H -1.0776 -0.1204 2.3931
O 0.0502 1.6709 0.2817
H -0.5238 2.2975 -0.3116



16.
ORCA calculation (ωB97M-V/def2-TZVPD) on a molecular structure, C2H4O4.

Results
lowest unoccupied orbital energy (alpha / beta): -0.0549 / -0.0567 Eh
M: 92.0 g mol⁻¹
energy above the lowest of the compared OMol25 structures with the same formula, charge and spin: 6.669 eV
total charge: 0
HOMO-LUMO gap (alpha / beta): 0.3305 / 0.3288 hartree

Element x y z (Å)
C 0.0566 0.2568 -0.1186
C 1.2793 1.0244 0.5610
O -0.5215 0.6544 -1.0849
O -1.6656 -1.9388 -0.8671
O -0.1558 -0.7354 0.7172
O -1.7278 -1.4636 0.3869
H 2.1710 0.8854 -0.0680
H 1.4067 0.3776 1.4267
H 0.9206 2.1339 0.6254
H -1.7635 -1.1947 -1.5786



17.
ORCA calculation (ωB97M-V/def2-TZVPD) on 2 unconnected molecules or ions with the total composition C2H4O4P.

Results
lowest unoccupied orbital energy (alpha / beta): 0.1204 / 0.0740 Eh
M: 123.0 g mol⁻¹
energy above the lowest of the compared OMol25 structures with the same formula, charge and spin: 4.342 eV
total charge: -1
HOMO-LUMO gap (alpha / beta): 0.3069 / 0.1738 hartree

Element x y z (Å)
C 1.3839 0.6677 2.7662
C 0.5734 0.3512 -1.0230
O -1.0160 -1.5840 -1.8822
O 0.4013 0.9734 3.3674
O -3.0182 -0.4044 -0.8426
O -0.7525 0.5028 -0.6868
P -1.6324 -0.8451 -0.7624
H 1.4420 -0.4701 2.4606
H 0.8306 1.1513 -1.7561
H 0.6803 -0.6005 -1.5649
H 1.1077 0.2576 -0.0762



18.
ORCA calculation (ωB97M-V/def2-TZVPD) on a single C2H4O4S molecule.

Results
lowest unoccupied orbital energy: 0.0072 Eh
M: 124.1 g mol⁻¹
energy above the lowest of the compared OMol25 structures with the same formula, charge and spin: 3.581 eV
total charge: 0
HOMO-LUMO gap: 0.3089 hartree

Element x y z (Å)
C 0.1720 0.9439 -0.0755
C -2.2263 -0.0987 0.1598
O 0.7258 -1.6672 -0.5984
O 2.5161 -0.1447 -0.2312
O -1.9656 -1.2476 0.4513
O -1.3492 0.8968 -0.0246
S 1.1019 -0.5023 0.4604
H 0.3063 1.8202 0.7392
H -3.2232 0.3199 -0.0358
H -0.1900 -1.9681 -0.6434
H 2.5472 0.5554 -1.0111



19.
ORCA calculation (ωB97M-V/def2-TZVPD) on a single C2H4O4S molecule.

Results
lowest unoccupied orbital energy (alpha / beta): -0.0296 / -0.0293 Eh
M: 124.1 g mol⁻¹
energy above the lowest of the compared OMol25 structures with the same formula, charge and spin: 4.758 eV
total charge: 0
HOMO-LUMO gap (alpha / beta): 0.2607 / 0.2615 hartree
SMILES string: O=C[S@@](=O)(O)=CO

Element x y z (Å)
O 0.9355 2.2675 -0.0054
C 0.4299 1.5214 -0.8039
S 0.6064 -0.4668 -0.2826
O 0.7128 -1.2481 -1.4766
O 2.0667 -0.2684 0.1900
C -0.2806 -1.5077 0.8255
O -1.3977 -1.8910 0.1914
H -0.4370 1.7102 -1.4800
H 2.2092 0.6963 0.6526
H -0.6453 -0.9017 1.7532
H -1.2549 -2.1525 -0.6961



20.
ORCA calculation (ωB97M-V/def2-TZVPD) on 2 unconnected molecules or ions with the total composition C2H4O4S2.

Results
lowest unoccupied orbital energy (alpha / beta): -0.0174 / -0.0773 Eh
M: 156.2 g mol⁻¹
energy above the lowest of the compared OMol25 structures with the same formula, charge and spin: 10.061 eV
total charge: 0
HOMO-LUMO gap (alpha / beta): 0.3579 / 0.2988 hartree

Element x y z (Å)
C -0.4379 -1.5144 1.9627
C 0.6530 0.2925 -0.0321
O -1.6632 0.8534 1.8799
O -1.4835 0.0693 4.1611
O 0.6285 0.5087 2.6576
O 2.2349 -1.1114 1.6302
S -1.0331 -0.0167 2.8117
S 0.9230 -0.5216 1.5017
H -2.3698 -1.1103 -0.3850
H 1.5474 0.7953 -0.2141
H 0.5994 -0.5008 -0.6738
H -0.2659 1.0052 0.2488



Number 1: energy -15519.6059 eV. Number 2: energy -26359.3562 eV. Number 3: energy -17068.3921 eV. Number 4: energy -17066.8698 eV. Number 5: energy -17066.5667 eV. Number 6: energy -17066.8732 eV. Number 7: energy -27899.7454 eV. Number 8: energy -27899.0658 eV. Number 9: energy -8278.9816 eV. Number 10: energy -8279.3782 eV. Number 11: energy -8274.5492 eV. Number 12: energy -17571.7815 eV. Number 13: energy -17573.0177 eV. Number 14: energy -29951.1092 eV. Number 15: energy -10327.2412 eV. Number 16: energy -10322.7302 eV. Number 17: energy -19617.1804 eV. Number 18: energy -21159.8753 eV. Number 19: energy -21158.6977 eV. Number 20: energy -31989.8878 eV.